Record 1
{
  "formula": "C50H48CrN10O4S",
  "method": "ωB97M-V/def2-TZVPD",
  "species": ["Cr", "O", "C", "O", "C", "C", "C", "N", "C", "C", "C", "C", "C", "C", "C", "N", "C", "C", "C", "C", "C", "N", "H", "H", "H", "H", "H", "H", "H", "H", "H", "H", "C", "C", "C", "C", "C", "C", "C", "C", "N", "C", "C", "C", "C", "N", "C", "C", "C", "C", "C", "C", "C", "C", "H", "H", "H", "H", "H", "H", "H", "H", "H", "H", "H", "H", "H", "H", "H", "H", "H", "H", "H", "H", "H", "H", "H", "H", "C", "C", "C", "N", "C", "S", "N", "C", "O", "C", "C", "C", "C", "C", "C", "H", "H", "H", "H", "H", "H", "H", "H", "H", "H", "H", "H", "H", "H", "O", "N", "C", "C", "N", "C", "N"],
  "coordinates": [[0.37567, 0.04378, 0.04863], [1.20964, -0.97868, 6.78930], [0.10821, -0.68514, 6.28502], [-1.02665, -0.46395, 6.75386], [0.16957, -0.53738, 4.72518], [-0.90118, 0.01355, 4.03752], [-0.78116, 0.24012, 2.68493], [0.34281, -0.06605, 2.02946], [1.34228, -0.69125, 2.65959], [1.29845, -0.92208, 4.01731], [2.46370, -1.05015, 1.75965], [3.58378, -1.74328, 2.17401], [4.63084, -1.93040, 1.28917], [4.53715, -1.38711, 0.01755], [3.37402, -0.73551, -0.33016], [2.33889, -0.60102, 0.49820], [-1.82849, 0.80061, 1.80600], [-3.06953, 1.19526, 2.25874], [-3.99928, 1.68479, 1.35581], [-3.64157, 1.79962, 0.02651], [-2.37377, 1.40553, -0.34620], [-1.48873, 0.89232, 0.50459], [-1.80193, 0.23606, 4.59596], [2.11517, -1.38506, 4.55655], [3.63390, -2.12881, 3.18367], [5.51587, -2.47534, 1.59394], [5.34628, -1.47697, -0.69514], [3.25521, -0.27747, -1.30496], [-3.31349, 1.09795, 3.30738], [-4.99185, 1.96538, 1.68583], [-4.32894, 2.18015, -0.71648], [-2.04443, 1.48169, -1.36895], [1.99199, -2.33059, -2.70461], [0.66274, -2.02143, -3.33226], [0.12447, -2.93472, -4.22973], [-1.08658, -2.69825, -4.85814], [-1.72679, -1.49613, -4.63127], [-1.18953, -0.53977, -3.77264], [-1.91489, 0.78222, -3.68856], [-0.01671, -0.82670, -3.06007], [0.48228, 0.10756, -2.08208], [1.13969, 1.20967, -2.51061], [1.48754, 1.44834, -3.95452], [1.47712, 2.18598, -1.54039], [2.19726, 3.44211, -1.93766], [1.11033, 1.93149, -0.27354], [1.21822, 2.93280, 0.76388], [2.27608, 2.90361, 1.68921], [3.53564, 2.10220, 1.46401], [2.21823, 3.70775, 2.82658], [1.17295, 4.58859, 3.02456], [0.22281, 4.73345, 2.02786], [0.24186, 3.93951, 0.88527], [-0.76026, 4.23728, -0.20273], [2.32362, -3.32930, -2.99251], [1.92967, -2.29453, -1.61681], [2.75736, -1.61620, -3.02650], [0.66183, -3.85666, -4.42314], [-1.50902, -3.43531, -5.53118], [-2.65567, -1.26446, -5.14416], [-2.20316, 1.10190, -4.69046], [-1.29754, 1.56795, -3.25192], [-2.83135, 0.67522, -3.10142], [1.18641, 0.60765, -4.57333], [2.56443, 1.59748, -4.07223], [0.99314, 2.34714, -4.33380], [3.18380, 3.20733, -2.34690], [2.32902, 4.10138, -1.08212], [1.64853, 3.98210, -2.71349], [3.59349, 1.72037, 0.45068], [3.62144, 1.27133, 2.16649], [4.39706, 2.75152, 1.63046], [3.02215, 3.63732, 3.55219], [1.12715, 5.19874, 3.91975], [-0.55737, 5.48067, 2.12988], [-1.11359, 5.26288, -0.09498], [-1.62598, 3.58776, -0.14632], [-0.32874, 4.13047, -1.19946], [-7.01814, -3.40250, -3.21984], [-6.74450, -4.57795, -2.27501], [-5.30588, -4.63155, -1.77544], [-4.92258, -3.33960, -1.19234], [-3.81988, -3.05764, -0.48892], [-3.15012, -1.52500, -0.48208], [-3.25575, -4.06703, 0.26568], [-3.83430, -5.05106, 1.08335], [-3.13724, -5.92439, 1.53891], [-5.29138, -4.91013, 1.41207], [-5.80279, -3.68914, 1.83954], [-7.14857, -3.57994, 2.15925], [-7.98324, -4.68417, 2.03986], [-7.46555, -5.90979, 1.63761], [-6.11503, -6.02781, 1.34367], [-7.92627, -3.58158, -3.79654], [-6.19240, -3.27030, -3.92649], [-7.16653, -2.46744, -2.67489], [-6.94682, -5.51309, -2.79916], [-7.41361, -4.52612, -1.41206], [-4.63088, -4.86353, -2.60546], [-5.20469, -5.41432, -1.03295], [-5.24500, -2.53719, -1.70739], [-2.26102, -3.99426, 0.37023], [-5.14572, -2.83049, 1.93402], [-7.54845, -2.63074, 2.49603], [-9.03868, -4.59112, 2.26690], [-8.11483, -6.77282, 1.55372], [-5.68869, -6.97891, 1.04439], [-0.06400, -1.82726, 0.01588], [0.60254, -2.71972, 0.64963], [0.70414, -3.89315, 0.13896], [0.05654, -4.35239, -1.06773], [-0.50632, -4.69635, -2.00750], [1.62474, -4.77864, 0.81512], [2.42000, -5.45251, 1.29946]],
  "s2": 6.031,
  "lumo_ha": [-0.034, -0.042],
  "spin_multiplicity": 5
}


Record 2
{
  "formula": "C4H10AgClO2",
  "method": "ωB97M-V/def2-TZVPD",
  "species": ["Ag", "Cl", "C", "O", "C", "C", "O", "C", "H", "H", "H", "H", "H", "H", "H", "H", "H", "H"],
  "coordinates": [[4.53124, 1.80138, 5.33625], [2.46031, 1.63772, 3.93982], [-0.03220, -1.99916, -1.54899], [-1.26642, -1.38948, -1.83191], [-1.30061, 0.00348, -1.88406], [-1.10593, 0.70712, -0.56208], [0.20466, 0.52887, -0.07622], [0.33958, 0.57859, 1.31206], [0.74174, -1.61610, -2.23500], [-0.14071, -3.06779, -1.71240], [0.38212, -1.78855, -0.56285], [-2.26175, 0.31980, -2.29659], [-0.57982, 0.40355, -2.61943], [-1.78180, 0.21978, 0.16307], [-1.39311, 1.76737, -0.56011], [-0.39407, -0.01778, 1.86668], [0.25301, 1.62005, 1.65669], [1.34375, 0.29117, 1.61508]],
  "lumo_ha": -0.072
}


Record 3
{
  "formula": "C10H16N2O5",
  "method": "ωB97M-V/def2-TZVPD",
  "species": ["N", "C", "C", "C", "C", "O", "O", "C", "O", "N", "C", "C", "C", "C", "C", "O", "O", "H", "H", "H", "H", "H", "H", "H", "H", "H", "H", "H", "H", "H", "H", "H", "H"],
  "coordinates": [[-0.26905, 1.54043, 1.88510], [-0.05631, 1.49114, 0.45012], [1.32655, 2.11566, -0.02077], [1.63771, 2.21367, -1.49746], [0.55774, 2.82937, -2.34865], [-0.54317, 3.17215, -2.00612], [0.96662, 2.99846, -3.63465], [-0.28170, 0.12006, -0.22086], [-0.55192, 0.20913, -1.39694], [-0.26375, -0.96727, 0.45398], [0.65581, -1.30362, 1.55761], [-0.03809, -2.52365, 2.12903], [-0.54255, -3.19634, 0.85156], [-0.97166, -2.09571, -0.08209], [-2.46334, -1.96072, -0.31582], [-3.29253, -2.76646, -0.12399], [-2.69942, -0.92613, -1.12623], [-1.20460, 1.74702, 2.08023], [0.38390, 2.17572, 2.35385], [-0.79901, 2.17414, -0.11039], [2.13454, 1.50441, 0.49783], [1.34268, 3.16603, 0.44166], [2.68989, 2.63084, -1.73923], [1.64492, 1.19591, -1.92918], [1.83963, 2.60007, -3.83549], [0.85231, -0.54087, 2.29614], [1.65899, -1.59462, 1.13690], [0.73103, -3.01453, 2.80369], [-0.92549, -2.29893, 2.76341], [-1.32167, -4.01452, 0.86308], [0.26319, -3.76820, 0.38345], [-0.62245, -2.44137, -1.09587], [-1.83878, -0.47127, -1.46389]],
  "smiles": "N[C@@H](CCC(=O)O)C(=O)N1CCC[C@H]1C(=O)O",
  "lumo_ha": 0.013
}


Record 4
{
  "formula": "C3H14N4",
  "method": "ωB97M-V/def2-TZVPD",
  "species": ["C", "C", "N", "N", "N", "H", "H", "H", "H", "H", "H", "H", "H", "H", "C", "N", "H", "H", "H", "H", "H"],
  "coordinates": [[-2.55926, -0.73750, -0.36049], [-1.11434, -0.93768, 0.07893], [-0.22690, -1.26612, -0.94803], [-0.59119, 0.38355, 0.87741], [-0.71718, 1.55523, 0.06856], [-3.19194, -0.43696, 0.47604], [-2.61376, 0.02274, -1.13893], [-2.93895, -1.66910, -0.77511], [-1.05506, -1.67608, 0.88834], [0.88914, -1.02473, -0.54087], [-0.36825, -0.62494, -1.72520], [-1.11506, 0.46312, 1.75352], [-1.67235, 1.90881, 0.04828], [-0.11319, 2.28055, 0.44018], [2.80396, 0.58385, -0.23801], [1.97497, -0.44319, 0.38758], [3.15257, 1.34465, 0.47236], [2.19821, 1.08419, -0.99344], [3.67484, 0.13084, -0.71647], [2.50156, -0.95524, 1.08785], [1.08220, 0.01402, 0.85748]],
  "smiles": "C[C@@H](N)NN.CN",
  "lumo_ha": 0.037
}


no.,electronic energy (Ha)
1,-4225.37347
2,-915.97483
3,-876.35931
4,-341.64104